(1)
C27H78Cu2O29 | the ωB97M-V functional and the def2-TZVPD basis

Atoms and positions in Å:
1 Cu 2.432 -0.581 0.345
2 Cu -1.840 -2.676 -0.575
3 C -0.233 -0.248 -0.234
4 O -1.388 -0.204 -0.751
5 O 0.487 0.757 -0.127
6 O 0.113 -1.320 0.334
7 C 0.320 1.180 3.812
8 C 0.171 2.465 2.921
9 O -0.681 2.156 1.798
10 O 1.060 0.145 3.016
11 H -0.714 0.909 4.025
12 H 0.894 1.439 4.702
13 H 1.183 2.794 2.684
14 H -0.461 3.136 3.502
15 H -0.266 1.763 1.027
16 H 0.520 -0.067 2.251
17 C 0.941 -3.894 2.173
18 C 2.189 -3.178 2.696
19 O 2.889 -2.561 1.642
20 O -0.129 -3.029 2.203
21 H 0.712 -4.781 2.764
22 H 0.999 -4.241 1.141
23 H 2.828 -3.880 3.231
24 H 1.943 -2.398 3.417
25 H 3.262 -3.243 1.079
26 H -0.011 -2.333 1.551
27 C 6.104 0.277 0.711
28 C 6.733 -1.058 0.284
29 O 6.384 -1.556 -1.042
30 O 4.741 0.286 0.303
31 H 6.681 1.046 0.198
32 H 6.111 0.441 1.789
33 H 6.578 -1.846 1.020
34 H 7.789 -0.793 0.219
35 H 6.582 -0.897 -1.712
36 H 4.722 0.988 -0.352
37 C 1.559 -3.822 -3.482
38 C 1.618 -2.923 -2.251
39 O 2.795 -2.142 -2.059
40 O 2.520 -4.821 -3.266
41 H 1.975 -3.368 -4.381
42 H 0.681 -4.429 -3.705
43 H 1.349 -3.514 -1.375
44 H 0.938 -2.073 -2.209
45 H 3.423 -2.864 -2.136
46 H 3.429 -4.633 -3.509
47 C -5.337 1.565 -2.871
48 C -5.389 2.650 -1.801
49 O -4.231 3.356 -1.282
50 O -4.460 0.509 -2.673
51 H -5.289 2.013 -3.864
52 H -6.333 1.127 -2.803
53 H -5.814 2.173 -0.918
54 H -6.227 3.279 -2.100
55 H -3.462 2.847 -1.550
56 H -3.594 0.719 -2.316
57 C 4.175 3.544 -1.908
58 C 3.194 2.510 -2.417
59 O 2.920 1.600 -1.395
60 O 5.421 2.929 -1.473
61 H 3.739 4.053 -1.048
62 H 4.304 4.345 -2.636
63 H 3.608 1.816 -3.148
64 H 2.388 2.985 -2.976
65 H 1.996 1.771 -1.197
66 H 6.176 3.513 -1.576
67 C -2.802 -4.919 1.055
68 C -2.619 -5.546 -0.364
69 O -1.558 -4.964 -1.220
70 O -3.357 -3.607 0.877
71 H -2.090 -4.700 1.851
72 H -3.461 -5.613 1.578
73 H -3.558 -5.663 -0.906
74 H -2.177 -6.533 -0.232
75 H -1.212 -5.539 -1.906
76 H -4.036 -3.450 1.537
77 C -3.390 0.931 2.658
78 C -3.822 1.253 1.184
79 O -3.940 0.163 0.358
80 O -4.389 0.298 3.388
81 H -3.021 1.847 3.120
82 H -2.480 0.341 2.551
83 H -3.131 1.956 0.719
84 H -4.763 1.802 1.191
85 H -3.033 0.086 0.052
86 H -4.038 -0.570 3.600
87 C -2.021 3.020 -4.727
88 C -1.175 2.022 -3.868
89 O -1.776 1.828 -2.582
90 O -1.473 3.404 -6.040
91 H -2.296 3.918 -4.175
92 H -2.987 2.515 -4.746
93 H -0.148 2.384 -3.821
94 H -1.152 1.100 -4.448
95 H -1.344 1.112 -2.110
96 H -1.174 2.605 -6.480
97 C -1.196 4.733 -0.450
98 C 0.252 4.744 0.020
99 O 1.124 5.407 -0.833
100 O -1.696 6.075 -0.523
101 H -1.983 4.281 0.153
102 H -1.218 4.299 -1.450
103 H 0.513 3.695 -0.121
104 H 0.303 5.087 1.053
105 H 0.562 6.098 -1.192
106 H -2.554 6.103 -0.952
107 C -1.134 -2.235 5.292
108 C -0.801 -3.579 5.945
109 O -1.890 -4.015 6.723
110 O -2.239 -2.351 4.429
111 H -0.278 -1.870 4.723
112 H -1.348 -1.480 6.048
113 H -0.100 -3.370 6.753
114 H -0.430 -4.243 5.165
115 H -1.985 -4.969 6.681
116 H -1.937 -2.380 3.518
117 C 4.102 3.205 2.290
118 C 3.747 4.725 2.381
119 O 4.834 5.434 3.060
120 O 4.759 2.849 3.563
121 H 4.721 3.015 1.414
122 H 3.249 2.538 2.168
123 H 2.883 4.681 3.044
124 H 3.199 5.070 1.504
125 H 5.142 4.725 3.630
126 H 5.096 1.952 3.627
127 C -3.023 -3.767 -4.251
128 C -3.013 -2.221 -3.691
129 O -3.260 -2.154 -2.333
130 O -4.332 -4.036 -4.673
131 H -2.735 -4.430 -3.436
132 H -2.473 -3.920 -5.180
133 H -3.934 -1.741 -4.023
134 H -2.171 -1.610 -4.018
135 H -3.120 -1.297 -1.924
136 H -4.933 -4.242 -3.954

Summary:
HOMO   -8.5 eV
Calculated total energy   -177911.359 eV
Gap between HOMO and LUMO   8.26 eV



(2)
C27H78NO11 | the ωB97M-V functional and the def2-TZVPD basis

Atoms and positions in Å:
1 C -0.583 -4.294 -0.469
2 C 0.806 -4.789 -0.850
3 C 0.908 -5.661 -2.134
4 C 1.089 -7.051 -1.546
5 N 2.078 -6.800 -0.448
6 C 1.470 -5.622 0.272
7 H -1.105 -3.842 -1.312
8 H -1.209 -5.089 -0.054
9 H -0.497 -3.526 0.302
10 H 1.436 -3.911 -1.006
11 H 1.775 -5.362 -2.725
12 H 0.012 -5.643 -2.751
13 H 0.166 -7.264 -0.998
14 H 1.308 -7.922 -2.158
15 H 2.202 -7.630 0.141
16 H 2.992 -6.497 -0.781
17 H 0.751 -6.007 0.993
18 H 2.235 -5.035 0.775
19 C 2.057 -4.605 3.636
20 C 3.253 -4.140 2.832
21 O 2.854 -3.237 1.793
22 H 1.325 -5.089 2.987
23 H 2.356 -5.311 4.413
24 H 1.560 -3.756 4.107
25 H 3.752 -4.977 2.340
26 H 3.991 -3.665 3.478
27 H 2.431 -2.488 2.228
28 C -1.524 0.535 -2.343
29 C -1.388 -0.750 -1.560
30 O -2.490 -1.642 -1.728
31 H -2.434 1.058 -2.047
32 H -0.680 1.198 -2.153
33 H -1.584 0.343 -3.418
34 H -1.352 -0.535 -0.491
35 H -0.455 -1.262 -1.831
36 H -2.556 -1.859 -2.663
37 C -2.030 -2.236 2.896
38 C -1.120 -1.341 3.712
39 O 0.244 -1.424 3.284
40 H -1.698 -3.274 2.958
41 H -3.057 -2.176 3.257
42 H -2.028 -1.937 1.844
43 H -1.113 -1.643 4.759
44 H -1.461 -0.303 3.662
45 H 0.272 -1.136 2.365
46 C 8.348 -5.898 3.865
47 C 7.159 -5.189 3.251
48 O 5.979 -5.310 4.046
49 H 8.127 -6.955 4.017
50 H 9.225 -5.813 3.222
51 H 8.599 -5.463 4.835
52 H 6.904 -5.631 2.287
53 H 7.391 -4.133 3.081
54 H 6.165 -4.922 4.906
55 C 1.735 5.171 -1.817
56 C 1.246 3.829 -2.323
57 O -0.095 3.559 -1.922
58 H 1.673 5.215 -0.729
59 H 2.769 5.347 -2.116
60 H 1.122 5.977 -2.227
61 H 1.847 3.019 -1.907
62 H 1.318 3.789 -3.414
63 H -0.644 4.252 -2.318
64 C 2.920 1.354 2.643
65 C 2.922 1.946 4.039
66 O 1.606 2.097 4.552
67 H 2.340 1.977 1.962
68 H 3.932 1.250 2.247
69 H 2.461 0.361 2.671
70 H 3.359 2.944 4.037
71 H 3.520 1.322 4.714
72 H 1.197 1.226 4.582
73 C -3.093 2.342 0.840
74 C -2.376 3.453 1.586
75 O -1.021 3.586 1.188
76 H -2.577 1.391 0.989
77 H -4.124 2.238 1.183
78 H -3.111 2.550 -0.232
79 H -2.349 3.242 2.656
80 H -2.911 4.400 1.450
81 H -0.995 3.780 0.242
82 C -1.688 3.911 -6.379
83 C -1.929 3.999 -4.885
84 O -1.060 4.937 -4.256
85 H -0.653 3.632 -6.581
86 H -2.345 3.170 -6.835
87 H -1.874 4.875 -6.856
88 H -1.727 3.044 -4.399
89 H -2.973 4.265 -4.683
90 H -1.229 5.804 -4.652
91 C 0.771 -8.413 4.131
92 C 1.551 -8.414 2.833
93 O 0.742 -8.859 1.729
94 H 0.409 -9.416 4.355
95 H 1.391 -8.069 4.959
96 H -0.094 -7.749 4.053
97 H 2.402 -9.089 2.889
98 H 1.914 -7.400 2.619
99 H -0.023 -8.274 1.697
100 C -3.764 7.233 -3.543
101 C -3.304 8.141 -4.662
102 O -2.678 7.372 -5.701
103 H -2.896 6.680 -3.181
104 H -4.206 7.777 -2.709
105 H -4.504 6.513 -3.905
106 H -2.543 8.834 -4.309
107 H -4.126 8.733 -5.067
108 H -3.341 6.774 -6.061
109 C -6.458 10.259 -1.435
110 C -5.994 11.146 -2.573
111 O -5.427 10.400 -3.648
112 H -5.629 9.661 -1.054
113 H -6.860 10.856 -0.615
114 H -7.243 9.576 -1.769
115 H -5.204 11.818 -2.240
116 H -6.822 11.761 -2.938
117 H -6.109 9.810 -3.984

Summary:
Charge   +1
HOMO   -11.3 eV
Calculated total energy   -53268.633 eV
Gap between HOMO and LUMO   8.75 eV